Density functional theory data (the ωB97M-V functional and the def2-TZVPD basis) for a structure of composition C43H91BBr26IN3O3P at a distorted geometry.

```
169
Properties=species:S:1:pos:R:3
C 1.36683 3.15698 4.15179
C 0.44323 3.60069 2.99448
C 0.84534 3.07745 1.60640
C 1.13529 1.53161 1.59397
N 1.01225 0.86413 0.33219
P -0.08900 -0.50314 -0.10362
C 1.31294 -1.18241 -1.30663
C 1.78121 -0.48901 -2.53594
N 1.65978 -0.83519 -3.75932
C -1.35050 -0.08797 1.30352
C -2.10290 1.25920 1.34350
C -3.59524 1.09957 0.95759
C -4.32523 2.42966 1.19012
O -4.69069 2.57439 2.57592
C -0.93842 0.65404 -1.44959
C -0.52030 2.07073 -1.66411
C 0.77296 2.60413 -2.26059
N -1.44433 2.96073 -1.48578
C -1.40172 -1.82823 -0.66197
C -1.34061 -2.48014 -2.05761
C -2.77898 -2.65180 -2.62746
I -0.66122 -4.57095 -1.89627
B 0.75869 -1.75898 1.17879
O 0.77869 -3.16939 0.91697
O 1.45152 -1.42000 2.35197
C 1.21484 -2.37477 3.38157
H 2.35481 2.83349 3.82686
H 1.40813 3.94810 4.90408
H 0.89764 2.30680 4.66013
H -0.61142 3.39723 3.20993
H 0.50917 4.69688 2.94465
H 1.76146 3.61316 1.32065
H 0.08444 3.37010 0.87656
H 0.70036 1.14883 2.51850
H 2.20925 1.53288 1.86038
H 1.89413 0.88090 -0.15351
H 2.21716 -1.20692 -0.66784
H 1.23666 -2.25532 -1.53150
H 2.43051 0.38383 -2.41486
H 1.10789 -1.70201 -3.75425
H -0.85449 -0.21734 2.27746
H -2.11668 -0.86411 1.43474
H -2.18743 1.55468 2.40757
H -1.64007 2.12053 0.86377
H -3.98804 0.37325 1.68004
H -3.74572 0.66564 -0.03454
H -3.61329 3.23252 0.97219
H -5.22103 2.46769 0.56920
H -3.89739 2.84690 3.05155
H -2.02424 0.69225 -1.31971
H -0.87860 0.20250 -2.45804
H 1.67942 2.33084 -1.72152
H 0.78817 3.68388 -2.41025
H 0.88152 2.15554 -3.25735
H -1.10753 3.89729 -1.69769
H -1.53871 -2.63702 0.06404
H -2.39412 -1.35833 -0.67814
H -0.80805 -1.95562 -2.84935
H -3.24561 -1.66100 -2.58500
H -2.71707 -2.98309 -3.66600
H -3.33605 -3.35981 -2.01482
H 1.68169 -3.35475 0.61960
H 1.40209 -1.94994 4.36992
H 0.17262 -2.71029 3.38292
H 1.86262 -3.25445 3.29705
Br -1.91652 2.88797 -3.73165
C -2.77354 3.15556 -5.49746
C -2.51278 4.53625 -6.04035
Br -3.61399 5.87311 -5.13989
H -3.83208 2.94607 -5.37011
H -2.33348 2.40585 -6.15691
H -2.79002 4.60528 -7.09104
H -1.47976 4.85015 -5.92154
Br -10.03818 5.28040 0.30421
C -8.72985 4.10023 1.13759
C -7.33604 4.37384 0.64301
Br -7.04925 3.64577 -1.13691
H -9.05478 3.08336 0.94249
H -8.80110 4.30536 2.20381
H -6.60320 3.87518 1.27633
H -7.10354 5.43275 0.59105
Br -5.60623 7.02225 3.61161
C -5.55284 5.52331 4.85231
C -4.44467 5.68324 5.85757
Br -2.71547 5.27443 5.06805
H -5.45626 4.61996 4.25432
H -6.52242 5.52703 5.34671
H -4.56286 4.97219 6.67284
H -4.38054 6.68826 6.26274
Br -0.74679 -1.57972 6.26250
C -0.51225 -3.05029 7.51476
C 0.55628 -2.74748 8.52804
Br 2.34037 -2.93547 7.76649
H -0.30248 -3.93589 6.92188
H -1.47651 -3.16353 8.00148
H 0.51849 -3.46580 9.34295
H 0.49035 -1.74079 8.92886
Br 7.34767 0.88918 -5.55360
C 5.83039 -0.13144 -4.86331
C 4.60555 0.73135 -4.74924
Br 4.71936 1.90856 -3.20201
H 6.14200 -0.55783 -3.91511
H 5.67211 -0.93269 -5.58200
H 3.71656 0.11830 -4.58287
H 4.44973 1.36513 -5.61721
Br -0.97369 -5.53902 4.76275
C -2.44218 -6.63432 5.41468
C -3.71735 -5.84051 5.52163
Br -3.71217 -4.68334 7.09097
H -2.12677 -7.05884 6.36280
H -2.54790 -7.43153 4.68018
H -4.56985 -6.50222 5.66060
H -3.89256 -5.20357 4.66025
Br -0.28126 -2.28326 12.54804
C 0.50108 -3.86303 13.37252
C 1.28766 -4.67221 12.37682
Br 0.11736 -5.69055 11.20256
H -0.31420 -4.42186 13.82079
H 1.15425 -3.48416 14.15595
H 1.89947 -5.41459 12.88507
H 1.91942 -4.06083 11.73910
Br -3.20356 -6.55897 -4.03758
C -4.02763 -6.32950 -5.78811
C -3.83137 -4.94002 -6.33061
Br -5.02933 -3.66639 -5.47638
H -5.07587 -6.59120 -5.68256
H -3.53470 -7.06087 -6.42588
H -4.08978 -4.90569 -7.38704
H -2.81962 -4.56992 -6.19345
Br 5.13525 3.90193 -7.27988
C 7.06228 4.14285 -7.33225
C 7.45369 5.55455 -6.98784
Br 7.12879 6.77497 -8.47097
H 7.39188 3.84111 -8.32156
H 7.45458 3.44854 -6.59324
H 8.52304 5.61714 -6.79686
H 6.91054 5.94586 -6.13360
Br 2.14695 -8.19680 -0.45233
C 0.67478 -9.31463 0.15669
C -0.59956 -8.52471 0.29247
Br -0.59252 -7.42103 1.89414
H 0.98981 -9.77073 1.08998
H 0.56691 -10.08488 -0.60461
H -1.45083 -9.19305 0.40784
H -0.77600 -7.85791 -0.54722
Br 12.89463 -1.63884 -3.03359
C 11.69490 -0.43276 -3.98269
C 10.25140 -0.72415 -3.67267
Br 9.61767 -2.30526 -4.61279
H 11.92601 -0.52647 -5.03895
H 11.96411 0.56434 -3.64018
H 9.61554 0.08699 -4.02217
H 10.07107 -0.89317 -2.61559
Br 4.07159 -3.41998 -3.05912
C 5.41701 -4.54285 -2.21622
C 6.79716 -4.21221 -2.71473
Br 7.10352 -4.94125 -4.49270
H 5.13573 -5.57425 -2.40479
H 5.33510 -4.33575 -1.15084
H 7.55616 -4.67202 -2.08476
H 6.98053 -3.14349 -2.77567
Br -5.20185 11.24839 -6.86242
C -4.87737 9.81053 -5.58820
C -3.76360 10.15439 -4.63645
Br -2.02204 9.97826 -5.48251
H -4.67494 8.91456 -6.16682
H -5.81493 9.68945 -5.04967
H -3.74818 9.45403 -3.80358
H -3.82835 11.16825 -4.25449
```

Computed properties:
lowest unoccupied orbital energy: 1.43 eV
HOMO level: -4.19 eV
Kohn-Sham gap: 5.62 eV
total charge: -1